# 1
{"formula": "C20H21HgN3O3S", "method": "ωB97M-V/def2-TZVPD", "symbols": ["C", "C", "H", "H", "H", "H", "H", "H", "C", "C", "C", "C", "H", "H", "H", "H", "N", "C", "C", "N", "C", "C", "C", "H", "H", "C", "H", "H", "Hg", "C", "H", "H", "H", "O", "S", "O", "N", "C", "O", "C", "C", "C", "C", "C", "C", "H", "H", "H", "H"], "xyz": [[3.0752, -1.2838, 2.6823], [2.8337, -2.7578, 3.0378], [4.0036, -1.1884, 2.1103], [3.2260, -0.7240, 3.6097], [2.2583, -0.7899, 2.1401], [2.5918, -3.3885, 2.1736], [3.7353, -3.1686, 3.5156], [2.0457, -2.8416, 3.7904], [1.6430, 0.9317, -1.5661], [1.7805, 1.7322, -2.7001], [1.2228, 1.2850, -3.9039], [0.5109, 0.0912, -3.9160], [1.9504, 1.2600, -0.5646], [2.3347, 2.6636, -2.6046], [1.3569, 1.8509, -4.8232], [0.0109, -0.3014, -4.7879], [1.1450, -0.3169, -1.6463], [0.4717, -0.7060, -2.7659], [-0.3152, -1.9667, -2.6973], [-0.3855, -2.5690, -1.4839], [-1.2005, -3.6146, -1.3056], [-1.7802, -3.6419, -3.6382], [-1.9121, -4.2066, -2.3635], [-1.2966, -3.9987, -0.2818], [-2.5211, -5.0751, -2.1460], [-0.9830, -2.5132, -3.8126], [-0.8245, -2.0386, -4.7812], [-2.2911, -4.0755, -4.4860], [1.1220, -1.5277, 0.2375], [0.1939, -2.6697, 1.7495], [0.6408, -3.6726, 1.6466], [-0.8935, -2.7055, 1.6163], [0.4742, -2.1399, 2.6598], [-3.5342, 2.9631, -0.8812], [-2.1319, 3.2738, -0.7023], [-1.5225, 4.3172, -1.5012], [-1.1773, 1.9382, -0.6555], [-0.7611, 1.6099, 0.5893], [-0.0182, 0.6421, 0.8977], [-1.1693, 2.6187, 1.6140], [-0.8502, 2.6382, 2.9889], [-1.1765, 3.7726, 3.7509], [-1.8149, 4.8720, 3.1402], [-2.1816, 4.8077, 1.7737], [-1.8506, 3.6590, 1.0432], [-0.3463, 1.7668, 3.4081], [-0.9426, 3.7972, 4.8282], [-2.0461, 5.7675, 3.7387], [-2.7007, 5.6234, 1.2726]], "homo_lumo_gap_ev": 7.396, "e_lumo_ev": -0.9, "spin_multiplicity": 1}

# 2
{"formula": "C15H21AlN2O2", "method": "ωB97M-V/def2-TZVPD", "symbols": ["Al", "C", "C", "N", "O", "C", "C", "N", "O", "H", "H", "H", "H", "H", "H", "H", "C", "H", "H", "C", "C", "C", "C", "C", "C", "C", "C", "C", "C", "H", "H", "H", "H", "H", "H", "H", "H", "H", "H", "H", "H"], "xyz": [[0.2200, 0.3434, 0.0162], [0.5000, 1.6024, 4.0417], [0.2360, 1.4439, 2.5791], [0.2835, 0.2721, 1.9816], [0.5712, -0.8110, 2.8294], [-0.0051, 2.5530, 1.7201], [-0.1043, 3.9662, 2.1932], [-0.0991, 2.2542, 0.4106], [-0.3093, 3.1729, -0.4532], [1.0250, 0.7336, 4.4305], [-0.4318, 1.7122, 4.6058], [1.1013, 2.4950, 4.2284], [0.5127, -1.5710, 2.2377], [-0.7574, 4.0603, 3.0670], [-0.5079, 4.5594, 1.3738], [0.8734, 4.3886, 2.4649], [2.0431, 0.1143, -0.5244], [2.6506, -0.6493, -0.0302], [2.6676, 0.9253, -0.9032], [-0.9786, 0.1646, -2.9796], [-1.9272, -0.4310, -1.9565], [-3.3382, 0.0482, -2.1868], [-1.4239, -0.5793, -0.5056], [-1.6638, -1.8209, -1.4201], [-2.8399, -2.7090, -1.0904], [-2.7870, -4.0759, -1.1753], [-1.6532, -4.8019, -1.6168], [-0.5280, -4.0046, -1.9764], [-0.4985, -2.6400, -1.9166], [-0.9950, 1.2619, -2.9157], [-1.2601, -0.1315, -3.9984], [0.0558, -0.1596, -2.8326], [-3.3762, 1.1414, -2.0859], [-4.0418, -0.3818, -1.4751], [-3.6867, -0.2115, -3.1961], [-2.2363, -0.5056, 0.2214], [-3.7437, -2.2459, -0.7065], [-3.6786, -4.6279, -0.8795], [-1.6347, -5.8838, -1.6563], [0.3797, -4.5058, -2.3123], [0.4282, -2.1257, -2.1483]], "total_charge": -2, "e_above_lowest_kcal_mol": 22.3, "homo_lumo_gap_ev": 3.334, "e_lumo_ev": 4.9, "spin_multiplicity": 1}

# 3
{"formula": "C4H4O5Tl", "method": "ωB97M-V/def2-TZVPD", "symbols": ["O", "C", "O", "Tl", "O", "C", "C", "O", "O", "C", "H", "H", "H", "H"], "xyz": [[0.8100, -0.6453, 1.8147], [-0.7526, -0.2025, 2.1473], [-0.8890, 0.9067, 1.5920], [-0.2727, -2.2367, 1.6671], [-0.5662, 0.3639, -1.4814], [-1.3362, -0.7786, -1.5872], [0.6940, 0.3586, -0.8404], [-2.4993, -0.5442, -1.9385], [-0.8943, -1.8707, -1.1469], [0.7779, 1.0209, 0.5354], [1.3667, 0.8863, -1.5315], [1.1281, -0.6501, -0.8283], [1.2826, 1.3957, 1.4407], [1.1509, 1.9960, 0.1569]], "total_charge": 1, "e_above_lowest_kcal_mol": 271.8, "homo_lumo_gap_ev": [6.617, 6.280], "e_lumo_ev": [-7.5, -8.1], "spin_multiplicity": 1}

# 4
{"formula": "C30H76BO6PSSi2", "method": "ωB97M-V/def2-TZVPD", "symbols": ["C", "C", "C", "C", "O", "Si", "O", "Si", "B", "O", "O", "C", "C", "P", "O", "O", "S", "H", "H", "H", "H", "H", "H", "H", "H", "H", "H", "H", "H", "H", "H", "H", "H", "H", "H", "H", "H", "C", "C", "C", "C", "C", "C", "H", "H", "H", "H", "H", "H", "H", "H", "H", "H", "H", "H", "H", "H", "C", "C", "C", "C", "C", "C", "H", "H", "H", "H", "H", "H", "H", "H", "H", "H", "H", "H", "H", "H", "C", "C", "C", "C", "C", "C", "H", "H", "H", "H", "H", "H", "H", "H", "H", "H", "H", "H", "H", "H", "C", "C", "C", "C", "C", "C", "H", "H", "H", "H", "H", "H", "H", "H", "H", "H", "H", "H", "H", "H"], "xyz": [[1.2826, 6.4017, 3.4795], [0.9571, 4.9606, 2.7395], [-0.4386, 5.1532, 1.8386], [-0.7538, 3.8624, 0.8696], [-0.6623, 2.5531, 1.5335], [-1.8260, 2.3761, 2.8375], [-1.5483, 0.8573, 3.7332], [-0.9369, 1.1827, 5.3489], [-0.5595, -0.4814, 6.3266], [-1.1837, -1.7097, 5.7754], [0.2746, -0.4508, 7.5589], [1.6766, -0.7963, 7.2735], [2.6427, 0.3405, 8.0229], [-2.2847, 2.3584, 6.6253], [-1.6493, 4.0109, 6.6258], [-2.1872, 1.7851, 8.3008], [-4.1554, 2.3377, 6.0870], [1.1989, 7.3243, 2.7434], [2.3904, 6.3965, 3.9032], [0.5607, 6.5453, 4.3907], [1.8137, 4.8122, 1.9278], [0.8933, 4.0487, 3.4731], [-0.1894, 6.0587, 1.1015], [-1.3483, 5.5145, 2.4853], [-1.7675, 4.0564, 0.3013], [0.0906, 3.8728, 0.0259], [-1.5624, 3.4536, 3.8107], [-3.2239, 2.4127, 2.4315], [0.3631, 1.8779, 5.2109], [-1.3297, -1.6182, 4.7848], [1.9074, -1.8323, 7.7754], [1.9229, -0.9105, 6.1228], [1.9106, 1.1508, 8.4851], [3.4245, 0.8050, 7.2681], [3.2313, -0.1531, 8.9188], [-0.6765, 3.9543, 6.9191], [-1.7714, 2.4981, 8.8838], [-8.2236, -1.4546, 0.1249], [-7.9418, -1.5388, 1.6173], [-7.2699, -0.2813, 2.1750], [-5.8877, 0.0333, 1.5916], [-4.8438, -1.0750, 1.7491], [-4.5257, -1.3954, 3.2007], [-7.3029, -1.3548, -0.4560], [-8.7313, -2.3636, -0.2130], [-8.8715, -0.6020, -0.1013], [-7.3342, -2.4243, 1.8274], [-8.8928, -1.6874, 2.1437], [-7.1932, -0.3782, 3.2643], [-7.9252, 0.5806, 1.9966], [-5.5106, 0.9468, 2.0699], [-5.9871, 0.2739, 0.5263], [-3.9196, -0.7554, 1.2514], [-5.1690, -1.9852, 1.2333], [-4.1540, -0.5085, 3.7228], [-3.7515, -2.1684, 3.2547], [-5.4034, -1.7699, 3.7347], [3.8852, 0.5196, -4.0763], [2.7256, 1.2531, -3.4197], [3.1776, 2.3504, -2.4526], [3.9900, 1.8639, -1.2473], [3.2938, 0.8235, -0.3664], [2.0202, 1.3433, 0.2805], [4.5038, -0.0009, -3.3404], [3.5060, -0.2293, -4.7788], [4.5198, 1.2152, -4.6342], [2.0776, 0.5341, -2.9092], [2.1141, 1.7128, -4.2060], [2.2931, 2.8946, -2.1013], [3.7806, 3.0832, -3.0034], [4.2490, 2.7348, -0.6309], [4.9445, 1.4494, -1.5935], [3.9886, 0.5181, 0.4261], [3.0719, -0.0813, -0.9429], [2.2282, 2.2212, 0.8998], [1.5829, 0.5721, 0.9238], [1.2686, 1.6154, -0.4657], [4.9770, -2.8469, -10.6525], [5.5131, -1.7759, -9.7148], [4.8330, -1.7812, -8.3433], [3.3286, -1.4875, -8.3598], [2.9300, -0.1522, -8.9930], [3.4945, 1.0516, -8.2561], [3.9162, -2.6991, -10.8716], [5.5184, -2.8185, -11.6034], [5.1069, -3.8437, -10.2196], [5.4185, -0.7931, -10.1868], [6.5875, -1.9449, -9.5708], [5.3400, -1.0547, -7.6974], [4.9894, -2.7601, -7.8728], [2.9600, -1.5143, -7.3259], [2.8045, -2.2957, -8.8840], [1.8351, -0.0803, -8.9922], [3.2371, -0.1186, -10.0440], [3.1606, 1.0621, -7.2141], [3.1517, 1.9777, -8.7300], [4.5879, 1.0590, -8.2701], [0.0889, -6.1996, 0.8629], [-1.0459, -5.2685, 1.2619], [-1.6711, -4.5367, 0.0714], [-0.7246, -3.6020, -0.6902], [-0.0743, -2.5018, 0.1522], [-1.0814, -1.5351, 0.7542], [0.9201, -5.6535, 0.4090], [0.4764, -6.7186, 1.7453], [-0.2596, -6.9556, 0.1523], [-0.6887, -4.5525, 2.0085], [-1.8264, -5.8615, 1.7545], [-2.5392, -3.9684, 0.4255], [-2.0665, -5.2786, -0.6339], [-1.2858, -3.1359, -1.5109], [0.0661, -4.1929, -1.1678], [0.6142, -1.9354, -0.4874], [0.5385, -2.9390, 0.9481], [-1.6732, -1.0516, -0.0290], [-0.5616, -0.7521, 1.3168], [-1.7642, -2.0388, 1.4440]], "homo_lumo_gap_ev": 9.014, "e_lumo_ev": -0.2, "spin_multiplicity": 1}

# 5
{"formula": "C22H38FI3NO4S", "method": "ωB97M-V/def2-TZVPD", "symbols": ["C", "C", "C", "C", "C", "C", "C", "C", "C", "C", "I", "C", "C", "I", "C", "C", "C", "O", "F", "C", "C", "O", "N", "C", "I", "H", "H", "H", "H", "H", "H", "H", "H", "H", "H", "H", "H", "H", "H", "H", "H", "H", "H", "H", "H", "H", "H", "H", "H", "H", "H", "H", "H", "H", "H", "C", "C", "C", "S", "O", "O", "C", "H", "H", "H", "H", "H", "H", "H", "H"], "xyz": [[-3.9741, -0.6858, 3.5762], [-5.1353, -0.9963, 2.6283], [-6.1141, 0.1659, 2.3791], [-5.4782, 1.5525, 2.2391], [-4.4819, 1.6367, 1.0756], [-3.5968, 2.8799, 1.1507], [-2.3772, 2.9585, 0.2142], [-1.3320, 1.8829, 0.5667], [-0.0387, 1.4844, -0.2690], [-0.1515, 0.0398, -0.7913], [1.5781, -1.1978, -0.8407], [-1.2345, -0.5995, -1.2707], [-1.2554, -2.0397, -1.7491], [-3.1482, 0.2277, -1.4510], [1.1853, 1.7570, 0.7011], [1.4316, 0.8881, 1.9658], [0.2992, 0.0554, 2.5175], [-0.6052, 0.4279, 3.1217], [0.4661, -1.2577, 2.2721], [2.4475, 1.9857, -0.1477], [1.9705, 2.1233, -1.5795], [2.5509, 3.1576, -2.2957], [0.4555, 2.4398, -1.4373], [0.3738, 3.9162, -1.1627], [-0.3604, 2.1426, -3.3804], [-3.4237, 0.2170, 3.2938], [-3.2523, -1.5110, 3.5691], [-4.3178, -0.5770, 4.6110], [-4.7281, -1.3426, 1.6675], [-5.6972, -1.8420, 3.0393], [-6.6861, -0.0508, 1.4652], [-6.8504, 0.1915, 3.1930], [-4.9940, 1.8543, 3.1756], [-6.2815, 2.2810, 2.0613], [-3.8873, 0.7164, 1.0390], [-5.0525, 1.6633, 0.1346], [-4.2214, 3.7532, 0.9161], [-3.2428, 3.0279, 2.1803], [-2.6698, 2.9721, -0.8423], [-1.9553, 3.9416, 0.4398], [-0.9743, 2.1654, 1.5578], [-1.8691, 0.9417, 0.7208], [-2.2661, -2.3599, -1.9958], [-0.8638, -2.7070, -0.9727], [-0.6391, -2.1469, -2.6501], [0.9708, 2.7567, 1.0898], [1.6875, 1.5699, 2.7862], [2.2996, 0.2433, 1.8053], [3.1631, 1.1627, -0.1041], [2.9617, 2.9056, 0.1467], [2.0478, 1.1916, -2.1394], [3.0197, 2.8018, -3.0630], [-0.6040, 4.1615, -0.7942], [0.5580, 4.4577, -2.0895], [1.1391, 4.1893, -0.4332], [4.6159, -4.8906, -1.6479], [5.7344, -5.3053, -2.6138], [6.2391, -4.0337, -3.3064], [5.9530, -2.6889, -2.1465], [4.9700, -1.7872, -2.7065], [7.2003, -2.1710, -1.6536], [5.1529, -3.6833, -0.8861], [4.3455, -5.6985, -0.9701], [3.7216, -4.6095, -2.2094], [6.5476, -5.7670, -2.0517], [5.3874, -6.0327, -3.3453], [7.3022, -4.0589, -3.5315], [5.6747, -3.8006, -4.2073], [4.3900, -3.0796, -0.3990], [5.9195, -3.9666, -0.1654]], "total_charge": 1, "homo_lumo_gap_ev": 7.098, "e_lumo_ev": -4.6, "spin_multiplicity": 1}

# 6
{"formula": "C28H46BrN3P2Pt", "method": "ωB97M-V/def2-TZVPD", "symbols": ["N", "C", "C", "C", "C", "C", "C", "Pt", "P", "C", "C", "C", "C", "C", "C", "C", "Br", "H", "H", "H", "H", "H", "H", "H", "H", "H", "H", "P", "C", "C", "H", "H", "H", "H", "H", "C", "C", "H", "H", "H", "H", "H", "C", "C", "H", "H", "H", "H", "H", "C", "C", "H", "H", "H", "H", "H", "C", "C", "H", "H", "H", "H", "H", "C", "C", "H", "H", "H", "H", "H", "C", "N", "C", "C", "N", "H", "H", "H", "H", "H", "H"], "xyz": [[2.9875, 5.6458, -0.2713], [3.9216, 4.6892, -0.2585], [3.8951, 3.6090, -1.1484], [2.8206, 3.4991, -2.0629], [1.8817, 4.5570, -2.1051], [2.0129, 5.6010, -1.1842], [2.6162, 2.3018, -2.8472], [-0.4816, -0.9087, 0.1172], [-1.3663, -2.9996, 0.3014], [1.4587, 2.0682, -3.5522], [0.9043, 0.7456, -3.7414], [-0.4833, 0.6023, -3.9969], [-1.1328, -0.5710, -3.6374], [-0.3544, -1.6161, -3.1164], [1.0369, -1.5723, -3.0546], [1.6806, -0.3958, -3.4243], [-1.2247, -3.3513, -2.8170], [3.4233, 1.5588, -2.7945], [0.8121, 2.8925, -3.8791], [4.6851, 2.8618, -1.1169], [1.0476, 4.5584, -2.7994], [4.7260, 4.7756, 0.4812], [1.2901, 6.4229, -1.1857], [-1.0429, 1.4497, -4.4034], [2.7695, -0.3266, -3.3801], [-2.2056, -0.6657, -3.7086], [1.5960, -2.4175, -2.6624], [-1.3850, 1.0356, 0.7867], [0.1632, -4.0297, 0.0507], [0.0945, -5.5227, -0.2686], [0.7075, -3.9057, 1.0014], [0.7490, -3.4981, -0.7097], [1.1192, -5.9211, -0.2533], [-0.4689, -6.0852, 0.4823], [-0.3129, -5.7364, -1.2634], [-3.1195, -2.9414, -0.3471], [-3.8543, -4.2764, -0.4555], [-3.1325, -2.4215, -1.3209], [-3.6357, -2.2758, 0.3699], [-4.5141, -4.2892, -1.3337], [-3.1679, -5.1212, -0.5658], [-4.4976, -4.4454, 0.4189], [-1.6726, -3.3696, 2.0692], [-1.7580, -4.8603, 2.4103], [-2.5891, -2.8340, 2.3562], [-0.8394, -2.8911, 2.6033], [-2.2361, -4.9978, 3.3859], [-2.3495, -5.4321, 1.6846], [-0.7631, -5.3133, 2.4768], [-1.3316, 1.2891, 2.6075], [-1.9774, 0.2248, 3.4799], [-1.8299, 2.2544, 2.7770], [-0.2716, 1.4048, 2.8787], [-1.9900, 0.5863, 4.5181], [-3.0166, 0.0261, 3.1916], [-1.4164, -0.7171, 3.4620], [-3.1627, 1.1851, 0.3840], [-3.5006, 1.3852, -1.0926], [-3.5257, 2.0409, 0.9740], [-3.6516, 0.2821, 0.7830], [-4.5821, 1.2466, -1.2231], [-3.2645, 2.4021, -1.4291], [-2.9793, 0.6755, -1.7463], [-0.5005, 2.4747, 0.0829], [0.2351, 3.3647, 1.0852], [-1.2631, 3.0622, -0.4465], [0.1899, 2.0804, -0.6797], [0.2918, 4.3879, 0.6973], [-0.2596, 3.4300, 2.0605], [1.2629, 3.0152, 1.2450], [3.0856, 1.3062, 3.5520], [3.0789, 0.7571, 2.1869], [4.3107, 0.8806, 1.3997], [1.9952, 0.2731, 1.6377], [1.1607, -0.2322, 0.9760], [4.1236, 1.4211, 3.8886], [2.5549, 0.6225, 4.2282], [2.5773, 2.2848, 3.5898], [4.4450, -0.0391, 0.8140], [4.2475, 1.7326, 0.6997], [5.1529, 1.0107, 2.0876]], "total_charge": 4, "e_above_lowest_kcal_mol": 0.0, "homo_lumo_gap_ev": [5.428, 4.789], "e_lumo_ev": [-12.9, -15.4], "s_squared": 6.0950, "spin_multiplicity": 5}

# 7
{"formula": "C24H30N3O2", "method": "ωB97M-V/def2-TZVPD", "symbols": ["C", "N", "C", "C", "C", "N", "C", "C", "C", "N", "C", "H", "H", "H", "H", "H", "H", "H", "H", "H", "H", "H", "H", "H", "H", "H", "C", "O", "C", "C", "C", "C", "C", "C", "C", "C", "C", "O", "C", "C", "C", "C", "C", "C", "H", "H", "H", "H", "H", "H", "H", "H", "H", "H", "H", "H", "H", "H", "H"], "xyz": [[-1.4231, -2.5673, -1.9653], [-2.6153, -1.8793, -1.5569], [-2.9359, -1.8790, -0.1523], [-4.4032, -1.6113, 0.0012], [-4.7995, -0.3595, -0.7212], [-4.2781, -0.3348, -2.0742], [-4.9431, 0.6131, -2.9525], [-4.0058, 1.0377, -4.0563], [-3.2245, -0.1521, -4.6167], [-2.5067, -0.8785, -3.5853], [-3.1390, -0.9835, -2.4469], [-1.3717, -2.5258, -3.0551], [-0.5292, -2.0716, -1.5584], [-1.4706, -3.6023, -1.5956], [-2.6581, -2.8651, 0.2318], [-2.3362, -1.1198, 0.3809], [-4.9773, -2.4496, -0.4005], [-4.6592, -1.5098, 1.0541], [-5.8927, -0.2635, -0.8019], [-4.4274, 0.5373, -0.1936], [-5.8572, 0.1557, -3.3725], [-5.2692, 1.4820, -2.3669], [-4.6119, 1.4758, -4.8595], [-3.2916, 1.7884, -3.6740], [-3.9598, -0.8256, -5.1147], [-2.4704, 0.1823, -5.3538], [2.9839, -10.4268, 0.3621], [1.8313, -9.5638, 0.2721], [1.9901, -8.2504, -0.0460], [0.8498, -7.4079, 0.0282], [0.9447, -6.0631, -0.2314], [2.1868, -5.4482, -0.6061], [2.2271, -4.0316, -0.7542], [3.4054, -3.2651, -0.5811], [3.3872, -1.8580, -0.8558], [4.5580, -1.1302, -0.8336], [5.7888, -1.7475, -0.4990], [6.8815, -0.9434, -0.6519], [6.3829, 0.3467, -1.1769], [4.8506, 0.2883, -1.1694], [5.8205, -3.0868, -0.0754], [4.6514, -3.7933, -0.0665], [3.3039, -6.3398, -0.7463], [3.2250, -7.6837, -0.4461], [2.5576, -11.3948, 0.6174], [3.5135, -10.4873, -0.5951], [3.6714, -10.0959, 1.1495], [-0.0898, -7.8761, 0.2951], [0.0682, -5.4253, -0.1064], [1.2804, -3.5025, -0.8904], [2.4489, -1.3711, -1.1118], [6.7724, 1.1574, -0.5515], [6.7639, 0.4731, -2.1987], [4.4184, 0.5680, -2.1342], [4.4354, 0.9539, -0.4000], [6.7744, -3.5017, 0.2369], [4.6870, -4.7994, 0.3587], [4.2694, -5.9685, -1.0900], [4.0923, -8.3360, -0.5452]], "total_charge": 1, "e_above_lowest_kcal_mol": 22.1, "homo_lumo_gap_ev": 4.400, "e_lumo_ev": -5.1, "spin_multiplicity": 1}